Version w
Here is a 2-piece molecular cluster, CH5N2O overall from the OMol25 dataset. Energies are from wB97M-V/def2-TZVPD.

XYZ file:
```
9
Properties=species:S:1:pos:R:3
C 1.8165 0.2930 -0.1361
N -0.6151 0.0137 -0.1259
N 0.3506 -0.1970 -0.7650
O -3.0088 -0.4577 0.1130
H 1.8101 0.3751 0.8838
H 2.3442 -0.6054 -0.3136
H 2.2836 1.1772 -0.6327
H -2.9039 -0.3918 1.0786
H -2.0773 -0.2071 -0.1022
```

Calculated values
Charge: -1
Lowest unoccupied orbital energy (Eh): 0.1901
Orbital gap (Ha): 0.22685

Here are the Löwdin charges for atoms 1 to 4, given in e:
1. C -0.23
2. N -0.13
3. N -0.24
4. O -0.20

***

Version x
Here is a 2-piece molecular cluster, CH5N2O overall from the OMol25 dataset. Energies are from wB97M-V/def2-TZVPD.

XYZ file:
```
9
Properties=species:S:1:pos:R:3
C 0.0145 -0.3709 0.8364
N -1.7056 1.1023 0.2168
N -1.1560 0.3918 1.0823
O 1.1298 -0.2825 -1.8168
H 0.4550 -0.2436 -0.1296
H 0.6586 -0.1215 1.6601
H -0.2533 -1.3645 0.7880
H 2.0217 -0.1624 -2.0132
H -1.1647 1.0512 -0.6240
```

Calculated values
Charge: -1
Lowest unoccupied orbital energy (Eh): 0.1770
Orbital gap (Ha): 0.27674

Here are the Löwdin charges for atoms 1 to 4, given in e:
1. C -0.17
2. N 0.03
3. N -0.18
4. O -0.57

***

Tell me which of them is the least stable. Sure, it is version x.

***

Version w
Here is a 2-piece molecular cluster, CH7N3 overall from the OMol25 dataset. Energies are from wB97M-V/def2-TZVPD.

XYZ file:
```
11
Properties=species:S:1:pos:R:3
N 1.8506 -0.4219 0.2434
H 1.2690 -1.1439 0.6565
H 2.2473 0.1444 0.9848
H 2.6220 -0.8801 -0.2270
N -0.4146 1.0421 -0.4704
C -1.4529 0.2398 -0.1262
N -1.3843 -1.0371 -0.0847
H -0.6504 1.9519 -0.8215
H 0.5539 0.6950 -0.5339
H -2.3547 0.7950 0.1507
H -2.2858 -1.3852 0.2282
```

Calculated values
Charge: 0
Lowest unoccupied orbital energy (Eh): 0.0425
Orbital gap (Ha): 0.36481

Here are the Löwdin charges for atoms 1 to 4, given in e:
1. N 0.01
2. H 0.02
3. H 0.03
4. H 0.03

***

Version x
Here is a 2-piece molecular cluster, CH7N3 overall from the OMol25 dataset. Energies are from wB97M-V/def2-TZVPD.

XYZ file:
```
11
Properties=species:S:1:pos:R:3
C -2.1010 0.2340 0.1036
H 1.9114 1.1274 0.3834
H 3.6552 -1.0221 -0.3079
H -2.0685 1.1250 -0.5927
H -2.9962 -0.4188 -0.0771
H -2.0666 0.7325 1.0781
H -0.1994 -0.0623 -0.6172
H -0.6748 -1.2274 0.4311
N 2.5599 0.5898 -0.2904
N 2.9769 -0.4559 0.2207
N -0.9969 -0.6222 -0.3315
```

Calculated values
Charge: 0
Lowest unoccupied orbital energy (Eh): 0.0234
Orbital gap (Ha): 0.36496

Here are the Löwdin charges for atoms 1 to 4, given in e:
1. C -0.22
2. H 0.07
3. H 0.05
4. H 0.08

***

Tell me which of them is the least stable. Sure, it is version x.

***

Version w
Here is a 2-piece molecular cluster, C3H11N2O overall from the OMol25 dataset. Energies are from wB97M-V/def2-TZVPD.

XYZ file:
```
17
Properties=species:S:1:pos:R:3
C 1.7926 -1.2446 -1.3825
C 0.9591 -0.1636 -0.8001
C -0.3672 -0.2863 -0.6387
N -1.0831 0.9712 -0.0034
N 1.7038 0.8219 -0.1656
H 2.2600 -1.8433 -0.6758
H 1.2622 -1.9793 -1.9944
H 2.6022 -0.6661 -1.9096
H -1.0266 -1.1380 -0.8307
H -1.5954 1.2785 -0.7712
H -1.4433 0.5158 0.8660
H -0.3769 1.6805 0.2504
H 2.6237 1.0096 -0.6269
H 1.9603 0.4004 0.7788
H -2.9632 0.3350 2.8738
H -2.5414 -1.0659 2.3908
O -2.4266 -0.1139 2.2200
```

Calculated values
Charge: +1
Lowest unoccupied orbital energy (Eh): -0.1123
Orbital gap (Ha): 0.39817

Here are the Löwdin charges for atoms 1 to 4, given in e:
1. C -0.03
2. C -0.42
3. C 0.02
4. N 0.20

***

Version x
Here is an isolated ion of composition C3H11N2O and charge +1 from the OMol25 dataset. Energies are from wB97M-V/def2-TZVPD.

XYZ file:
```
17
Properties=species:S:1:pos:R:3
C 0.3888 -1.4321 -0.6519
C -0.5595 -0.7039 0.3113
C -0.4136 0.7878 0.1579
N -0.7981 1.2450 -1.1164
N 1.1283 1.0226 0.3427
O -0.0770 -0.9712 1.7162
H 1.4625 -1.2513 -0.3458
H 0.2785 -2.4229 -0.7526
H 0.0643 -0.8362 -1.4654
H -1.5975 -0.9202 0.3610
H -0.8633 1.2499 0.9358
H -1.4648 1.9625 -1.0044
H -1.1021 0.6353 -1.7879
H 1.2284 1.8769 0.9162
H 1.5957 1.2265 -0.5682
H 1.4269 0.2364 0.8335
H -0.6973 -1.7050 2.1182
```

Calculated values
Charge: +1
Lowest unoccupied orbital energy (Eh): -0.1176
Orbital gap (Ha): 0.42476

Here are the Löwdin charges for atoms 1 to 4, given in e:
1. C 0.02
2. C -0.31
3. C -0.30
4. N 0.12

***

Version y
Here is an isolated ion of composition C3H11N2O and charge +1 from the OMol25 dataset. Energies are from wB97M-V/def2-TZVPD.

XYZ file:
```
17
Properties=species:S:1:pos:R:3
C -0.2971 0.3951 -1.4297
C -1.3667 -0.3808 0.7264
C 1.1228 -0.7084 0.2974
N -0.0523 1.4889 0.5880
N -0.1324 0.1552 0.0739
O 2.1676 0.0369 -0.0622
H 0.6611 0.8500 -1.8409
H -0.1729 -0.6047 -1.9965
H -1.1775 0.9283 -1.7021
H -1.1131 -0.0446 1.7500
H -2.1525 0.4428 0.3904
H -1.6043 -1.4154 0.4368
H 1.0795 -1.0227 1.3331
H 0.7953 -1.7027 -0.3681
H 0.1674 1.5631 1.5615
H 0.3956 2.1827 -0.1149
H 2.7488 -0.3319 -0.7740
```

Calculated values
Charge: +1
Lowest unoccupied orbital energy (Eh): -0.1148
Orbital gap (Ha): 0.43504

Here are the Löwdin charges for atoms 1 to 4, given in e:
1. C 0.01
2. C 0.02
3. C -0.23
4. N 0.08

***

Tell me which of them is the least stable. Sure, it is version y.

***

Version w
Here is an isolated ion of composition C3H8NO2S and charge -1 from the OMol25 dataset. Energies are from wB97M-V/def2-TZVPD.

XYZ file:
```
15
Properties=species:S:1:pos:R:3
C 1.1522 -0.1706 -1.6936
C -0.5800 -1.0967 0.5969
C -0.3409 1.1972 0.9659
N 0.2983 -0.0903 0.9857
O 2.3971 1.3150 0.2672
O 2.5078 -1.1689 0.5612
S 1.8231 -0.0036 0.0167
H 1.4742 0.7575 -2.2119
H 1.7327 -0.9682 -1.9837
H 0.1329 -1.9941 0.4315
H -1.1895 -1.5521 1.4398
H -1.2275 -0.7665 -0.2344
H 0.2657 2.0581 1.6211
H -0.4498 1.5634 -0.0414
H -1.3136 1.1954 1.4285
```

Calculated values
Charge: -1
Lowest unoccupied orbital energy (Eh): 0.1520
Orbital gap (Ha): 0.27137

Here are the Löwdin charges for atoms 1 to 4, given in e:
1. C -0.25
2. C -0.24
3. C -0.20
4. N -0.39

***

Version x
Here is C3H8NO2S as an isolated structure from the OMol25 dataset. Energies are from wB97M-V/def2-TZVPD.

XYZ file:
```
15
Properties=species:S:1:pos:R:3
C 1.0417 -1.7253 -0.2294
C -0.3575 -1.2270 0.1061
S -1.0134 -0.1573 -1.1925
N 2.0247 -0.7095 -0.5796
H 0.9934 -2.4213 -1.0990
H 1.4163 -2.2874 0.6536
H -0.2716 -0.6848 1.0304
H -1.0941 -2.0162 0.2238
H 1.8858 0.1274 0.0389
H 1.7339 -0.3538 -1.5034
O -1.4531 3.1539 1.8621
C -1.4911 2.4944 0.8479
O -0.4390 2.3706 -0.0194
H -2.3541 1.9020 0.4787
H -0.6220 1.5344 -0.6180
```

Calculated values
Charge: -1
Lowest unoccupied orbital energy (Eh): 0.1411
Orbital gap (Ha): 0.27455

Here are the Löwdin charges for atoms 1 to 4, given in e:
1. C -0.43
2. C -0.68
3. S 0.38
4. N -0.06

***

Tell me which of them is the least stable. Sure, it is version w.

***

Version w
Here is a 2-piece molecular cluster, C3H8N2O3S overall from the OMol25 dataset. Energies are from wB97M-V/def2-TZVPD.

XYZ file:
```
17
Properties=species:S:1:pos:R:3
C 2.0749 -1.0188 0.0478
C 0.0458 1.4627 1.3686
C -0.8433 0.1518 -1.7223
N 1.1107 -1.1985 0.9030
N -0.5514 0.2143 1.0671
O 2.3501 0.0229 -0.5622
O -1.6029 -1.7015 -0.0534
O -2.8767 0.3234 0.1208
S -1.6396 -0.2806 -0.1718
H 2.6046 -1.9336 -0.0778
H 0.8231 1.8413 0.5810
H -0.6569 2.3275 1.5872
H 0.5628 1.1730 2.2875
H -1.3155 -0.3212 -2.6009
H -0.7828 1.2137 -1.7838
H 0.2044 -0.2808 -1.7822
H 0.4927 -1.9957 0.7915
```

Calculated values
Charge: 0
Lowest unoccupied orbital energy (spin up / spin down) (Eh): -0.0675 / -0.0650
Orbital gap (spin up / spin down) (Ha): 0.31363 / 0.30821

Here are the Löwdin charges for atoms 1 to 4, given in e:
1. C -0.43
2. C -0.18
3. C -0.13
4. N 0.20

***

Version x
Here is one molecule with the formula C3H8N2O3S from the OMol25 dataset. Energies are from wB97M-V/def2-TZVPD.

XYZ file:
```
17
Properties=species:S:1:pos:R:3
C 0.9239 -0.0252 0.0877
C 0.3048 -1.3988 -0.1785
C 0.0188 1.1114 -0.3839
N -0.9730 -1.5844 0.4882
N -1.1858 1.0940 0.4170
O -3.2469 -0.5070 0.7570
O -2.1824 -0.5683 -1.4690
O -2.0647 2.1200 -0.0020
S -2.0739 -0.4703 -0.0550
H 1.1074 0.0922 1.1584
H 1.8780 0.0428 -0.4367
H 0.0963 -1.5168 -1.2435
H 0.9765 -2.1967 0.1446
H 0.4999 2.0822 -0.2317
H -0.2247 1.0009 -1.4485
H -0.9150 -1.5277 1.4947
H -2.8304 2.0336 0.5842
```

Calculated values
Charge: 0
Lowest unoccupied orbital energy (Eh): 0.0250
Orbital gap (Ha): 0.37683

Here are the Löwdin charges for atoms 1 to 4, given in e:
1. C -0.17
2. C -0.24
3. C -0.24
4. N -0.12

***

Tell me which of them is the least stable. Sure, it is version w.

***

Version w
Here is a 2-piece molecular cluster, C5H11OS overall from the OMol25 dataset. Energies are from wB97M-V/def2-TZVPD.

XYZ file:
```
18
Properties=species:S:1:pos:R:3
C 1.6712 0.5258 2.9873
C 0.4975 1.4264 2.6452
S 0.3082 1.3910 0.8344
H 2.5353 0.7877 2.3514
H 1.3770 -0.4894 2.6739
H 1.9378 0.5218 4.0584
H 0.6268 2.4822 2.8533
H -0.4294 1.1057 3.0718
C -1.3613 -2.1207 -2.1974
C -0.8040 -0.8152 -1.7277
C -0.5067 0.1913 -2.5374
O -0.0581 1.4155 -2.2822
H -2.3562 -2.3318 -1.7752
H -1.5138 -2.0205 -3.2843
H -0.7008 -2.9831 -2.0776
H -0.6425 -0.7086 -0.6533
H -0.7013 0.0738 -3.6224
H 0.1204 1.5480 -1.3183
```

Calculated values
Charge: -1
Lowest unoccupied orbital energy (Eh): 0.1427
Orbital gap (Ha): 0.24271

Here are the Löwdin charges for atoms 1 to 4, given in e:
1. C -0.27
2. C -0.78
3. S 0.32
4. H 0.04

***

Version x
Here is a 2-piece molecular cluster, C5H11OS overall from the OMol25 dataset. Energies are from wB97M-V/def2-TZVPD.

XYZ file:
```
18
Properties=species:S:1:pos:R:3
C -0.9122 1.1875 -1.7509
C -0.9605 2.2279 -0.6546
S 0.5099 2.2196 0.4283
H -0.9238 0.1682 -1.3615
H -0.0150 1.2749 -2.3671
H -1.7690 1.2665 -2.4378
H -1.8403 2.0421 -0.0333
H -1.0470 3.2265 -1.0879
C -0.1713 -2.5283 0.5898
C 0.2996 -1.3473 1.0275
O -0.5073 -0.3835 1.4789
C 1.7775 -1.0549 1.0142
H 0.5200 -3.2823 0.2402
H -1.2295 -2.7536 0.6127
H -0.1551 0.5815 1.2196
H 2.3278 -1.9778 0.8503
H 2.0162 -0.2849 0.2777
H 2.0801 -0.5820 1.9540
```

Calculated values
Charge: -1
Lowest unoccupied orbital energy (Eh): 0.1451
Orbital gap (Ha): 0.25964

Here are the Löwdin charges for atoms 1 to 4, given in e:
1. C -0.23
2. C -0.76
3. S 0.30
4. H 0.05

***

Tell me which of them is the least stable. Sure, it is version w.